Record 1
C5H11NS | ωB97M-V with the def2-TZVPD basis set

Structure (XYZ):
```
18
Properties=species:S:1:pos:R:3:forces:R:3:lowdin_charge:R:1
C -1.387 -0.929 -0.165 0.141 -1.382 -1.003 -0.22
C -2.444 -0.111 0.584 -0.604 0.751 -0.837 -0.69
S -1.578 1.209 1.481 -0.283 -0.251 0.080 0.54
H -0.707 -1.443 0.545 -0.671 0.017 -0.325 0.06
H -0.712 -0.300 -0.736 -0.133 0.394 -0.095 0.02
H -1.798 -1.660 -0.969 0.356 0.980 1.525 0.10
H -3.078 -0.745 1.231 0.494 0.312 -0.065 0.06
H -3.127 0.404 -0.148 0.539 -0.665 0.612 0.06
C 1.762 -0.247 -0.129 1.145 0.110 0.892 -0.32
C 1.869 -1.583 -0.481 0.875 0.923 -0.164 0.11
C 1.009 1.971 -0.125 1.014 -1.350 -0.667 -0.17
N 1.497 0.799 -0.903 -1.702 0.857 0.247 0.01
H 2.015 0.009 0.911 -0.442 -0.388 0.073 0.11
H 1.757 -1.879 -1.519 -0.272 -0.115 0.155 0.07
H 2.296 -2.295 0.246 -0.635 0.409 -0.450 0.08
H 0.031 2.372 -0.525 0.701 -0.545 -0.096 0.08
H 1.776 2.796 -0.211 -0.825 -0.661 0.319 0.11
H 0.819 1.633 0.914 0.301 0.605 -0.201 -0.01
```
Forces are in eV/Å.

**HOMO energy**: -7.3 eV
**Energy relative to the best compared isomer or geometry (same formula, charge and spin)**: 129.49 kcal per mole
**Gap between HOMO and LUMO**: 3.8 eV
**Total charge**: 0

***

Record 2
C5H11NS | ωB97M-V with the def2-TZVPD basis set

Structure (XYZ):
```
18
Properties=species:S:1:pos:R:3:forces:R:3:lowdin_charge:R:1
C -1.830 -1.370 1.124 -3.713 -1.623 -0.201 -0.41
C -0.732 -1.665 2.048 -0.284 0.394 0.708 -0.33
C 0.221 1.381 -1.968 -1.963 -0.242 -2.365 -0.16
C 1.468 1.174 -1.087 -0.655 -0.325 -0.305 -0.25
C 1.018 0.244 0.140 2.309 3.047 -1.590 -0.39
N -0.064 0.856 0.793 -1.927 -0.656 1.442 -0.40
S -1.085 0.090 1.752 0.907 1.679 -0.288 1.00
H -1.797 -1.605 0.068 0.339 0.144 -0.044 0.08
H -2.922 -1.621 1.555 2.539 0.790 -0.966 0.13
H -0.997 -2.100 2.988 0.111 -0.037 0.528 0.07
H 0.234 -1.870 1.697 1.101 -0.596 -0.641 0.06
H 0.335 1.213 -3.073 0.961 0.700 0.624 0.06
H -0.499 0.513 -1.906 0.382 0.869 0.957 0.06
H -0.420 2.359 -1.948 1.477 -1.770 0.664 0.10
H 1.913 2.156 -0.861 -0.203 -0.457 0.463 0.10
H 2.269 0.565 -1.588 -0.764 0.684 0.082 0.11
H 0.961 -0.627 -0.466 -0.765 -1.670 0.368 0.09
H 1.928 0.307 0.734 0.149 -0.931 0.564 0.10
```
Forces are in eV/Å.

**HOMO energy**: -7.9 eV
**Energy relative to the best compared isomer or geometry (same formula, charge and spin)**: 84.65 kcal per mole
**Gap between HOMO and LUMO**: 8.7 eV
**Total charge**: 0

***

Record 3
C5H11O2 | ωB97M-V with the def2-TZVPD basis set

Structure (XYZ):
```
18
Properties=species:S:1:pos:R:3:forces:R:3:lowdin_charge:R:1
C -2.073 1.780 1.489 1.225 1.535 -1.591 -0.06
C -0.608 2.485 1.251 -2.734 -1.265 0.374 -0.78
O -0.778 3.509 0.571 1.316 0.595 -0.056 -0.11
O 0.354 1.878 1.750 0.553 0.503 -0.294 -0.10
H -1.976 0.744 1.723 -0.361 -0.557 0.904 0.02
H -2.545 1.891 0.516 0.007 -0.426 -0.454 0.03
H -2.691 2.490 2.030 0.007 -0.480 1.068 0.04
C 0.670 -1.048 -0.461 -1.464 -0.188 0.550 -0.32
C 0.706 -0.595 -1.921 1.239 0.774 0.598 -0.13
C 1.509 -2.317 -0.129 -2.213 -0.172 0.058 -0.12
H -0.422 -1.134 -0.227 0.464 -1.054 -0.420 0.10
H 0.770 -0.324 0.364 1.152 0.619 -0.942 0.09
H 0.213 -1.300 -2.588 -0.086 -0.097 0.050 0.06
H 0.247 0.386 -2.001 -0.250 0.047 -0.170 0.06
H 0.770 -3.075 0.186 0.440 0.113 0.469 0.06
H 2.160 -2.067 0.700 0.486 -0.448 -0.187 0.06
H 1.748 -0.461 -2.272 -0.375 -0.150 0.083 0.07
H 1.947 -2.840 -0.981 0.592 0.653 -0.039 0.05
```
Forces are in eV/Å.

**HOMO energy**: -3.6 eV
**Energy relative to the best compared isomer or geometry (same formula, charge and spin)**: 24.36 kcal per mole
**Gap between HOMO and LUMO**: 7.2 eV
**Total charge**: -1

***

Record 4
C5H11O2 | ωB97M-V with the def2-TZVPD basis set

Structure (XYZ):
```
18
Properties=species:S:1:pos:R:3:forces:R:3:lowdin_charge:R:1
C -0.489 1.493 -0.228 -0.416 -0.711 1.777 -0.28
C 0.643 1.158 0.758 2.743 -3.198 -4.247 -0.16
C -1.838 0.852 0.373 3.110 -0.182 -0.775 -0.08
H -0.466 2.591 -0.342 -0.619 -0.307 0.076 0.08
H -0.267 1.084 -1.198 -0.038 -0.202 -0.317 0.05
H 1.648 1.519 0.280 -1.471 -0.715 0.990 0.10
H 0.764 0.035 1.095 -0.363 1.985 -1.207 0.08
H -1.560 0.200 1.191 0.352 0.036 0.463 0.06
H -2.437 1.610 0.783 -1.531 0.737 -0.047 0.03
H 0.525 1.625 1.618 -0.661 2.690 4.068 -0.01
H -2.172 0.108 -0.325 -1.181 0.275 -0.586 0.06
C 1.210 -1.470 -1.029 -3.104 1.185 -0.614 -0.05
C 0.318 -2.232 0.091 2.730 0.571 -1.042 -0.78
O 0.754 -2.069 1.271 -1.023 -0.328 -0.767 -0.13
O -0.591 -2.874 -0.415 -1.532 -0.865 0.538 -0.08
H 1.905 -0.934 -0.454 1.355 0.892 0.101 0.01
H 0.456 -0.735 -1.555 1.381 -1.027 1.163 0.07
H 1.598 -1.962 -1.916 0.267 -0.836 0.426 0.04
```
Forces are in eV/Å.

**HOMO energy**: -3.9 eV
**Energy relative to the best compared isomer or geometry (same formula, charge and spin)**: 34.44 kcal per mole
**Gap between HOMO and LUMO**: 7.9 eV
**Total charge**: -1

***

Record 5
C5H11O2 | ωB97M-V with the def2-TZVPD basis set

Structure (XYZ):
```
18
Properties=species:S:1:pos:R:3:forces:R:3:lowdin_charge:R:1
C -1.856 -0.028 -0.499 0.131 -1.716 -1.083 -0.15
C -1.366 1.076 -1.414 -1.420 0.296 -1.311 -0.35
C -0.155 1.736 -0.862 0.643 -0.975 0.583 -0.15
H -1.049 -0.651 -0.063 -0.509 0.620 -0.438 0.04
H -2.450 -0.658 -1.175 -0.224 -0.362 0.389 0.06
H -2.513 0.278 0.294 -0.183 0.541 0.440 0.06
H -2.273 1.758 -1.525 1.137 -0.296 -0.194 0.10
H -1.128 0.704 -2.482 -0.427 0.232 1.644 0.12
H 0.299 2.379 -1.576 0.605 0.707 -0.632 0.04
H -0.381 2.288 0.031 -0.078 0.339 0.570 0.06
H 0.515 0.887 -0.577 -0.175 0.991 -0.291 0.05
O 0.334 -0.243 1.705 0.934 -0.987 -0.771 -0.10
C 1.122 -0.934 0.983 -0.121 1.145 -0.249 -0.73
O 1.125 -1.020 -0.292 0.169 -0.290 1.572 -0.13
C 2.238 -1.707 1.726 -1.163 -1.073 0.144 -0.06
H 3.236 -1.402 1.554 0.990 0.841 -0.555 0.04
H 2.095 -1.725 2.801 -0.249 0.135 0.190 0.05
H 2.209 -2.739 1.370 -0.058 -0.148 -0.008 0.05
```
Forces are in eV/Å.

**HOMO energy**: -4.2 eV
**Energy relative to the best compared isomer or geometry (same formula, charge and spin)**: 12.35 kcal per mole
**Gap between HOMO and LUMO**: 8.5 eV
**Total charge**: -1

***

Record 6
C5H11O2 | ωB97M-V with the def2-TZVPD basis set

Structure (XYZ):
```
18
Properties=species:S:1:pos:R:3:forces:R:3:lowdin_charge:R:1
C -0.777 -0.605 0.147 -1.474 1.054 2.087 -0.20
C -0.926 -1.739 1.157 0.201 -1.849 -0.490 -0.14
C -1.159 0.798 0.759 1.604 0.515 -0.610 -0.75
O -0.211 1.483 1.248 -0.558 -0.705 0.026 -0.12
O -2.336 1.139 0.570 -0.711 0.031 0.308 -0.09
H 0.260 -0.605 -0.174 -0.564 0.232 -0.053 0.04
H -1.579 -0.718 -0.569 0.468 -0.342 -0.954 0.09
H -0.512 -1.571 2.143 0.977 0.211 -0.058 0.06
H -0.451 -2.594 0.601 0.032 0.190 1.141 0.06
H -1.890 -2.179 1.467 -0.410 0.838 -0.849 0.06
C 1.977 -0.870 -1.982 -0.268 0.604 1.599 -0.17
C 2.651 0.396 -1.402 0.336 -0.731 -0.604 -0.16
H 1.710 -0.788 -3.031 0.300 -0.514 -0.072 0.06
H 2.554 -1.706 -1.606 0.781 -0.501 -1.122 0.06
H 1.098 -1.107 -1.372 -0.192 0.565 -0.928 0.02
H 2.698 0.226 -0.328 0.027 0.619 0.076 0.07
H 3.670 0.507 -1.796 0.003 -0.241 0.174 0.05
H 2.179 1.334 -1.668 -0.552 0.023 0.330 0.06
```
Forces are in eV/Å.

**HOMO energy**: -3.7 eV
**Energy relative to the best compared isomer or geometry (same formula, charge and spin)**: 26.29 kcal per mole
**Gap between HOMO and LUMO**: 7.5 eV
**Total charge**: -1

***

Record 7
C5H11O2 | ωB97M-V with the def2-TZVPD basis set

Structure (XYZ):
```
18
Properties=species:S:1:pos:R:3:forces:R:3:lowdin_charge:R:1
C 0.876 -0.402 0.309 0.940 0.214 0.061 -0.53
O 1.848 -1.049 -0.388 -0.290 0.229 0.225 -0.32
C -0.519 -1.063 0.332 1.094 0.860 1.166 -0.22
C -1.588 0.024 0.571 -0.929 -2.897 -0.297 -0.25
C -1.956 0.743 -0.687 -0.722 -0.865 0.377 -0.19
C -3.209 1.151 -0.953 0.843 0.107 -0.394 -0.03
H 0.821 0.686 0.031 -0.546 -0.075 -0.436 0.09
H 1.115 -0.268 1.414 0.022 -0.243 -0.253 0.10
H -0.700 -1.743 -0.501 -0.120 0.455 -0.332 0.10
H -0.414 -1.702 1.218 -0.594 -0.197 -0.109 0.09
H -1.402 0.626 1.460 0.514 0.458 -0.376 0.11
H -2.445 -0.590 0.902 -0.473 0.505 -0.093 0.10
H -1.242 0.616 -1.499 0.599 1.473 0.238 0.11
H -4.068 0.629 -0.548 -0.108 0.846 0.896 0.04
H -3.332 1.955 -1.672 -0.427 -0.664 -0.690 0.03
H 3.090 1.217 0.786 0.257 0.128 0.150 -0.02
H 3.005 -0.106 0.047 0.471 -0.444 0.265 -0.02
O 3.691 0.503 0.548 -0.532 0.110 -0.396 -0.19
```
Forces are in eV/Å.

**HOMO energy**: -3.1 eV
**Energy relative to the best compared isomer or geometry (same formula, charge and spin)**: 74.72 kcal per mole
**Gap between HOMO and LUMO**: 6.7 eV
**Total charge**: -1

***

Record 8
C5H11O2 | ωB97M-V with the def2-TZVPD basis set

Structure (XYZ):
```
18
Properties=species:S:1:pos:R:3:forces:R:3:lowdin_charge:R:1
C -0.601 0.805 1.062 2.386 -0.412 -0.863 -0.17
C -0.647 1.733 -0.160 -2.341 0.178 0.671 -0.16
C 1.012 0.565 1.291 -1.165 0.260 0.888 -0.74
O 1.767 0.737 0.316 -0.291 -0.297 -0.195 -0.09
O 1.310 0.345 2.483 0.133 -0.317 0.090 -0.11
H -1.034 1.130 2.000 0.106 0.744 0.059 0.07
H -1.133 -0.135 0.878 0.285 -0.046 -0.285 0.06
H -1.663 2.166 -0.188 0.019 0.137 -0.233 0.05
H -0.561 1.167 -1.080 0.518 0.068 -0.057 0.04
H 0.035 2.572 -0.117 0.355 -0.200 0.012 0.06
C -1.136 -1.575 -1.375 -1.406 0.645 0.436 -0.19
C -1.005 -2.301 -2.711 -0.282 0.169 0.786 -0.17
H -0.209 -1.475 -0.814 0.165 0.733 -0.447 0.07
H -1.723 -0.661 -1.566 1.186 0.479 0.010 0.06
H -1.834 -1.913 -0.597 0.073 -1.349 -0.421 0.06
H -0.537 -1.625 -3.428 0.237 -0.184 0.042 0.06
H -0.403 -3.192 -2.564 -0.051 -0.249 -0.443 0.05
H -1.997 -2.521 -3.107 0.071 -0.360 -0.052 0.05
```
Forces are in eV/Å.

**HOMO energy**: -3.6 eV
**Energy relative to the best compared isomer or geometry (same formula, charge and spin)**: 19.28 kcal per mole
**Gap between HOMO and LUMO**: 7.3 eV
**Total charge**: -1

***

Record 9
C5H11O2 | ωB97M-V with the def2-TZVPD basis set

Structure (XYZ):
```
18
Properties=species:S:1:pos:R:3:forces:R:3:lowdin_charge:R:1
C 0.581 -0.745 0.625 -1.262 -0.111 1.460 -0.30
C 1.073 -2.160 0.900 -3.389 -0.180 -2.390 -0.15
C 0.862 -0.013 1.992 0.252 1.138 -1.984 -0.13
H 1.220 -0.198 -0.027 0.203 -0.165 -1.075 0.06
H -0.509 -0.631 0.200 2.231 -0.342 1.182 0.14
H 0.731 -2.554 1.803 -0.293 -0.358 1.919 0.04
H 1.028 1.087 1.666 0.372 -1.702 1.150 0.09
H 0.003 -0.002 2.612 -0.896 -0.148 0.827 0.03
H 2.071 -2.221 0.778 3.652 -0.063 0.190 0.03
H 0.708 -2.901 0.194 -0.295 -0.046 -0.591 0.06
H 1.671 -0.611 2.508 -0.473 1.416 -0.434 0.07
C -1.970 1.748 -1.971 -0.620 1.091 -0.411 -0.09
C -0.500 1.146 -1.926 -3.993 2.671 -0.547 -0.83
O -0.108 1.465 -0.799 2.704 -0.667 0.593 -0.11
O -0.116 0.779 -3.020 2.465 -1.585 -0.840 -0.05
H -2.818 1.422 -2.705 1.791 0.928 0.813 0.07
H -1.665 2.868 -1.846 -1.267 -1.614 -1.005 0.08
H -2.261 1.522 -0.982 -1.182 -0.265 1.142 0.00
```
Forces are in eV/Å.

**HOMO energy**: -3.5 eV
**Energy relative to the best compared isomer or geometry (same formula, charge and spin)**: 50.33 kcal per mole
**Gap between HOMO and LUMO**: 7.4 eV
**Total charge**: -1

***

Record 10
C5H11O2 | ωB97M-V with the def2-TZVPD basis set

Structure (XYZ):
```
18
Properties=species:S:1:pos:R:3:forces:R:3:lowdin_charge:R:1
C 0.955 -0.251 1.192 -0.132 0.426 0.698 -0.48
O 1.307 0.628 2.179 0.109 -0.075 -0.274 -0.34
C 1.090 0.400 -0.201 0.451 -0.530 0.104 -0.21
C 0.653 -0.437 -1.421 -1.020 0.335 0.454 -0.22
C -0.791 -0.856 -1.343 -0.475 0.852 0.589 -0.20
C -1.734 -0.461 -2.185 -0.492 0.500 -0.959 -0.04
H -0.091 -0.618 1.324 -0.114 0.011 -0.104 0.08
H 1.562 -1.189 1.235 0.047 0.037 -0.304 0.09
H 0.590 1.369 -0.147 -0.125 -0.047 -0.138 0.11
H 2.165 0.586 -0.303 -0.049 0.261 -0.090 0.10
H 1.286 -1.315 -1.477 0.283 -0.177 -0.276 0.10
H 0.689 0.182 -2.317 0.603 -0.179 -0.267 0.09
H -1.170 -1.246 -0.406 0.330 -0.626 0.025 0.08
H -1.550 0.154 -3.071 0.446 -0.269 0.100 0.04
H -2.804 -0.622 -2.071 0.189 -0.304 0.442 0.04
H -1.421 0.968 2.766 0.017 0.090 0.155 -0.02
H 0.087 1.264 2.890 -0.099 -0.422 0.146 -0.02
O -0.825 1.443 3.356 0.032 0.117 -0.303 -0.19
```
Forces are in eV/Å.

**HOMO energy**: -3.2 eV
**Energy relative to the best compared isomer or geometry (same formula, charge and spin)**: 51.22 kcal per mole
**Gap between HOMO and LUMO**: 6.9 eV
**Total charge**: -1